No. 1
{
  "formula": "C3H10O3S",
  "method": "ωB97M-V/def2-TZVPD",
  "symbols": ["O", "C", "C", "C", "S", "H", "H", "H", "H", "H", "H", "H", "H", "O", "H", "H", "O"],
  "positions_angstrom": [[2.76, -0.55, 0.25], [1.79, 0.14, 0.45], [0.36, -0.29, 0.60], [-0.42, 0.35, -0.54], [-2.19, -0.04, -0.80], [1.91, 1.25, 0.56], [0.06, 0.08, 1.58], [0.23, -1.37, 0.54], [-0.33, 1.44, -0.45], [0.11, 0.18, -1.48], [-2.25, 0.53, -2.00], [1.88, -1.89, -1.28], [1.22, -2.01, -2.67], [1.04, -1.88, -1.75], [-2.50, 1.80, 2.81], [-1.88, 0.66, 2.01], [-1.81, 1.60, 2.17]],
  "lowdin_charge": [0.057, -0.269, -0.231, -0.596, 0.705, 0.139, 0.099, 0.113, 0.073, 0.054, -0.146, 0.027, 0.049, -0.046, 0.041, -0.010, -0.062],
  "relative_energy_ev": 0.596,
  "smiles": "O=CCCS.O.O",
  "mol_weight_g_mol": 126.18,
  "total_energy_ha": -744.1800,
  "e_lumo_ev": 0.68
}

***

No. 2
{
  "formula": "C10H27ClI2N3O2P2Tl",
  "method": "ωB97M-V/def2-TZVPD",
  "symbols": ["I", "I", "Tl", "P", "C", "C", "H", "H", "H", "C", "H", "H", "H", "H", "H", "H", "C", "O", "Cl", "C", "N", "C", "P", "O", "N", "C", "C", "N", "C", "C", "H", "H", "H", "H", "H", "H", "H", "H", "H", "H", "H", "H", "H", "H", "H", "H", "H", "H"],
  "positions_angstrom": [[-2.32, -2.09, -2.35], [-2.42, 1.77, -2.60], [1.38, -0.01, -1.65], [-0.16, -0.13, -4.36], [-1.78, -0.18, -5.16], [0.68, 1.27, -5.15], [1.67, -1.70, -4.58], [0.82, -1.41, -6.12], [0.09, -2.46, -4.87], [0.69, -1.57, -5.05], [1.67, 1.43, -4.70], [0.80, 1.05, -6.20], [-1.68, -0.18, -6.23], [-2.37, 0.70, -4.86], [0.09, 2.18, -5.02], [-2.34, -1.04, -4.78], [-3.28, -0.10, -1.86], [-4.34, -0.09, -1.30], [3.87, 0.07, -1.81], [2.54, 1.24, 2.47], [1.79, -0.01, 2.37], [2.49, -1.12, 1.70], [0.10, 0.05, 2.06], [-0.31, 0.07, 0.64], [-0.32, -1.37, 2.79], [-1.58, -2.05, 2.41], [0.18, -1.75, 4.09], [-0.45, 1.45, 2.75], [-0.27, 1.81, 4.15], [-1.33, 2.36, 1.98], [3.41, 1.18, 1.81], [2.88, 1.40, 3.51], [1.90, 2.10, 2.16], [2.90, -1.81, 2.45], [1.82, -1.69, 1.04], [3.33, -0.72, 1.12], [-1.63, -2.21, 1.31], [-1.62, -3.03, 2.90], [-2.46, -1.47, 2.72], [1.21, -1.43, 4.19], [-0.41, -1.30, 4.90], [0.11, -2.83, 4.22], [0.48, 2.61, 4.24], [-1.21, 2.20, 4.55], [0.07, 0.95, 4.73], [-0.74, 3.10, 1.40], [-1.99, 1.80, 1.28], [-1.96, 2.93, 2.68]],
  "lowdin_charge": [0.862, 0.972, 0.759, 0.705, -0.333, -0.231, 0.060, 0.080, 0.060, -0.231, 0.059, 0.079, 0.084, -0.055, 0.062, -0.033, -1.065, -0.048, -0.019, -0.085, -0.294, -0.112, 0.531, -0.383, -0.299, -0.069, -0.102, -0.301, -0.081, -0.075, 0.079, 0.102, 0.085, 0.100, 0.068, 0.049, 0.066, 0.091, 0.092, 0.073, 0.091, 0.090, 0.093, 0.092, 0.079, 0.089, 0.071, 0.092],
  "mol_weight_g_mol": 776.94,
  "total_energy_ha": -2622.1169,
  "total_charge": 2,
  "e_lumo_ev": [-11.03, -11.03]
}

***

No. 3
{
  "formula": "H4S2Si2",
  "method": "ωB97M-V/def2-TZVPD",
  "symbols": ["Si", "Si", "S", "S", "H", "H", "H", "H"],
  "positions_angstrom": [[-0.13, -1.23, -0.72], [0.15, 1.25, 0.74], [0.77, -0.73, 1.27], [-0.65, 0.67, -1.21], [0.81, -1.76, -1.80], [-1.21, -2.14, 0.00], [-1.17, 2.07, 1.14], [1.43, 1.87, 0.58]],
  "lowdin_charge": [-0.090, -0.016, 0.166, 0.203, -0.063, -0.056, -0.042, -0.102],
  "relative_energy_ev": 0.912,
  "mol_weight_g_mol": 124.34,
  "total_energy_ha": -1377.7972,
  "e_lumo_ev": -0.02
}

***

No. 4
{
  "formula": "C4H8O2",
  "method": "ωB97M-V/def2-TZVPD",
  "symbols": ["C", "O", "C", "C", "O", "C", "H", "H", "H", "H", "H", "H", "H", "H"],
  "positions_angstrom": [[-1.34, -0.59, -1.25], [-0.28, -1.21, -0.64], [0.74, -0.44, -0.42], [-0.34, 1.07, 0.71], [0.33, 0.26, 1.69], [1.31, -0.46, 0.96], [-2.17, -1.28, -1.38], [-1.10, 0.50, -0.21], [-1.08, -0.03, -2.16], [1.14, 0.15, -1.25], [-1.20, 1.51, 1.24], [0.28, 1.92, 0.37], [1.42, -1.46, 1.38], [2.29, 0.05, 0.97]],
  "lowdin_charge": [-0.074, -0.101, -0.180, -0.138, -0.159, -0.177, 0.074, 0.092, 0.083, 0.140, 0.097, 0.092, 0.129, 0.123],
  "relative_energy_ev": 6.267,
  "mol_weight_g_mol": 88.11,
  "total_energy_ha": -307.4821,
  "e_lumo_ev": [0.19, 0.19]
}

***

No. 5
{
  "formula": "C34H42FeN5O3Te",
  "method": "ωB97M-V/def2-TZVPD",
  "symbols": ["Fe", "C", "O", "C", "C", "C", "C", "C", "C", "N", "C", "N", "C", "C", "C", "C", "C", "C", "O", "C", "N", "C", "C", "C", "C", "C", "C", "O", "C", "H", "H", "H", "H", "H", "H", "H", "H", "H", "H", "H", "H", "H", "H", "H", "H", "H", "H", "H", "H", "H", "H", "N", "C", "C", "C", "C", "N", "H", "H", "H", "H", "H", "H", "H", "H", "H", "H", "H", "H", "C", "Te", "C", "C", "C", "C", "C", "C", "C", "H", "H", "H", "H", "H", "H", "H", "H"],
  "positions_angstrom": [[1.89, -1.11, 0.42], [-3.78, 0.70, 3.46], [-3.02, 1.05, 2.31], [-3.70, 1.25, 1.15], [-5.08, 1.23, 1.03], [-5.67, 1.46, -0.21], [-4.90, 1.70, -1.33], [-3.52, 1.72, -1.21], [-2.91, 1.50, 0.01], [-1.49, 1.52, 0.11], [-0.73, 0.42, 0.35], [-1.40, -0.75, 0.35], [-0.95, -2.09, 0.45], [0.38, -2.49, 0.42], [0.61, -3.88, 0.50], [-0.42, -4.80, 0.60], [-1.75, -4.37, 0.62], [-2.01, -3.02, 0.54], [-3.26, -2.47, 0.55], [-4.37, -3.36, 0.56], [0.57, 0.50, 0.52], [1.21, 1.76, 0.50], [2.16, 2.01, -0.50], [2.89, 3.19, -0.52], [2.68, 4.15, 0.46], [1.74, 3.93, 1.45], [1.01, 2.75, 1.48], [0.03, 2.64, 2.43], [0.09, 1.54, 3.33], [-3.06, 0.53, 4.25], [-4.35, -0.22, 3.29], [-4.46, 1.51, 3.74], [-5.71, 1.04, 1.89], [-6.75, 1.44, -0.28], [-5.37, 1.89, -2.29], [-2.89, 1.90, -2.07], [-1.06, 2.41, 0.30], [-2.40, -0.67, 0.25], [1.63, -4.26, 0.47], [-0.20, -5.86, 0.66], [-2.55, -5.09, 0.69], [-5.26, -2.73, 0.52], [-4.39, -3.95, 1.48], [-4.36, -4.02, -0.31], [2.28, 1.26, -1.27], [3.61, 3.36, -1.31], [3.25, 5.07, 0.45], [1.55, 4.67, 2.21], [-0.27, 1.90, 4.29], [1.12, 1.20, 3.45], [-0.54, 0.72, 2.99], [2.19, -1.36, 2.64], [3.17, -0.70, 3.54], [3.90, 0.45, 2.85], [5.15, 0.01, 2.09], [4.98, -1.15, 1.13], [4.00, -0.84, 0.05], [1.26, -0.99, 2.82], [2.12, -2.35, 2.84], [3.89, -1.45, 3.88], [2.67, -0.34, 4.44], [4.19, 1.19, 3.59], [3.20, 0.95, 2.17], [5.92, -0.28, 2.81], [5.56, 0.87, 1.54], [4.63, -2.04, 1.65], [5.95, -1.39, 0.69], [4.20, -1.40, -0.77], [4.12, 0.13, -0.24], [-0.24, -0.64, -2.78], [1.65, -1.62, -2.62], [2.21, -0.33, -4.23], [0.92, 0.08, -4.88], [0.89, 0.62, -6.16], [-0.31, 0.99, -6.75], [-1.50, 0.82, -6.05], [-1.48, 0.28, -4.77], [-0.28, -0.09, -4.18], [-0.28, 0.16, -2.04], [-1.03, -1.35, -2.58], [2.86, -0.87, -4.92], [2.76, 0.54, -3.85], [1.81, 0.74, -6.71], [-0.33, 1.40, -7.75], [-2.44, 1.09, -6.51], [-2.41, 0.13, -4.23]],
  "lowdin_spin": [3.650, 0.000, 0.000, 0.000, 0.000, 0.000, 0.000, 0.000, 0.000, 0.000, 0.004, 0.004, 0.014, 0.048, 0.019, 0.003, 0.002, 0.002, 0.000, 0.000, 0.049, 0.008, 0.007, -0.001, 0.006, 0.000, 0.005, 0.001, 0.000, 0.000, 0.000, 0.000, 0.000, 0.000, 0.000, 0.000, 0.000, 0.000, 0.005, 0.000, 0.000, 0.000, 0.000, 0.000, 0.000, 0.000, 0.000, 0.000, 0.000, 0.000, 0.000, 0.042, 0.006, 0.001, 0.000, 0.006, 0.038, 0.002, 0.002, 0.000, 0.001, 0.000, 0.000, 0.000, 0.000, 0.001, 0.001, 0.005, 0.004, 0.002, 0.042, 0.014, 0.002, 0.001, 0.000, 0.000, 0.000, 0.000, 0.000, 0.000, 0.001, 0.000, 0.000, 0.000, 0.000, 0.000],
  "s2": 6.01,
  "mol_weight_g_mol": 752.19,
  "multiplicity": 5,
  "total_energy_ha": -3351.8437,
  "total_charge": 1,
  "e_lumo_ev": [-2.02, -2.10]
}

***

No. 6
{
  "formula": "H18O9",
  "method": "ωB97M-V/def2-TZVPD",
  "symbols": ["O", "H", "H", "O", "H", "H", "O", "H", "H", "O", "H", "H", "O", "H", "H", "O", "H", "H", "O", "H", "H", "O", "H", "H", "O", "H", "H"],
  "positions_angstrom": [[-3.06, -0.74, 1.16], [-2.98, 0.03, 1.43], [-2.37, -1.28, 1.32], [-0.14, -0.37, 0.34], [0.45, 0.22, -0.09], [0.28, -1.09, 0.84], [1.22, -2.66, 0.60], [1.93, -2.08, 0.86], [1.13, -3.38, 1.17], [-1.08, 2.46, -1.31], [-1.67, 3.27, -1.26], [-0.14, 2.53, -1.62], [1.19, 2.16, 1.51], [1.07, 2.88, 0.96], [0.27, 1.66, 1.42], [2.07, -0.32, 2.64], [1.98, 0.65, 2.68], [2.95, -0.50, 3.13], [1.88, 0.19, -1.28], [1.85, -0.59, -1.80], [2.10, 1.06, -1.69], [-2.40, 0.44, -2.37], [-2.09, 1.15, -1.91], [-2.07, -0.25, -1.93], [-1.13, -1.98, -1.74], [-0.25, -2.13, -2.08], [-0.99, -1.35, -0.99]],
  "lowdin_charge": [0.111, -0.107, -0.014, -0.071, -0.027, 0.016, -0.013, 0.034, 0.034, -0.083, 0.107, 0.078, -0.071, -0.017, 0.113, -0.095, 0.011, 0.088, -0.035, 0.033, 0.091, 0.022, -0.082, -0.090, -0.064, 0.026, 0.002],
  "relative_energy_ev": 4.611,
  "smiles": "O.O.O.O.O.O.O.O.O",
  "mol_weight_g_mol": 162.14,
  "total_energy_ha": -687.8564,
  "e_lumo_ev": -0.27
}

***

No. 7
{
  "formula": "C4H14NO2",
  "method": "ωB97M-V/def2-TZVPD",
  "symbols": ["C", "C", "C", "C", "N", "H", "H", "H", "H", "H", "H", "H", "H", "H", "H", "H", "H", "O", "H", "H", "O"],
  "positions_angstrom": [[0.79, -1.19, -0.61], [-0.15, -2.25, -1.17], [-1.37, -2.64, -0.31], [-2.60, -2.69, -0.83], [0.14, -0.13, 0.14], [1.35, -0.80, -1.48], [1.44, -1.63, 0.19], [0.48, -3.17, -1.09], [-0.46, -2.18, -2.21], [-1.21, -2.60, 0.77], [-3.50, -2.80, -0.16], [-2.91, -2.41, -1.85], [0.50, 0.83, 0.06], [0.11, -0.29, 1.14], [-0.83, 0.00, -0.23], [1.59, 5.68, 1.52], [1.10, 5.18, 2.65], [1.30, 4.78, 1.80], [1.62, 2.54, 1.25], [1.28, 3.34, 0.06], [1.31, 2.42, 0.35]],
  "lowdin_charge": [-0.171, -0.191, -0.195, 0.011, 0.161, 0.145, 0.151, 0.126, 0.122, 0.103, 0.081, 0.076, 0.102, 0.172, 0.187, 0.083, 0.057, -0.068, 0.048, 0.051, -0.050],
  "relative_energy_ev": 1.967,
  "mol_weight_g_mol": 108.16,
  "total_energy_ha": -365.7585,
  "total_charge": 1,
  "e_lumo_ev": -3.10
}

***

No. 8
{
  "formula": "C5H6O2",
  "method": "ωB97M-V/def2-TZVPD",
  "symbols": ["O", "C", "C", "C", "C", "C", "O", "H", "H", "H", "H", "H", "H"],
  "positions_angstrom": [[2.64, 0.86, -0.98], [2.37, -0.14, -0.01], [0.95, -0.12, 0.31], [-0.22, 0.14, 0.43], [-1.64, -0.07, 0.66], [-2.52, -0.16, -0.57], [-3.68, 0.15, -0.58], [2.11, 1.62, -0.71], [2.96, -0.01, 0.91], [2.65, -1.11, -0.45], [-2.09, 0.56, 1.43], [-1.52, -1.11, 1.00], [-2.02, -0.61, -1.45]],
  "lowdin_charge": [-0.057, -0.278, 0.001, -0.036, -0.157, -0.256, 0.058, 0.089, 0.120, 0.124, 0.128, 0.135, 0.130],
  "relative_energy_ev": 2.710,
  "smiles": "O=CCC#CCO",
  "mol_weight_g_mol": 98.10,
  "total_energy_ha": -344.5023,
  "e_lumo_ev": 0.62
}